{"formula": "C2H4N2O2S", "method": "ωB97M-V with the def2-TZVPD basis set", "total_charge": 0, "e_lumo_ev": -0.17, "relative_energy_kj_mol": 410.30, "smiles": "[H]/N=C(\\NO)SC=O", "orbital_gap_ev": 9.548, "species": ["C", "C", "H", "H", "H", "H", "N", "N", "O", "O", "S"], "positions_angstrom": [[-0.89508, -0.37932, 0.12511], [1.96430, -0.66883, 0.10205], [0.83114, 1.35049, -0.06662], [-1.86381, 1.30534, -0.59536], [-2.69885, -0.55568, 0.54657], [2.84434, -1.11510, -0.35950], [-0.92011, 0.97632, 0.10306], [-1.86155, -1.22808, 0.51584], [0.18023, 1.28564, -0.72247], [1.91230, 0.34556, 0.85890], [0.50709, -1.31634, -0.50759]], "forces_ev_per_a": [[-2.8, -5.5, 2.0], [-1.5, 3.8, 1.9], [2.2, 0.6, 1.5], [3.3, -1.1, 2.9], [0.8, -1.4, 0.5], [0.4, -0.1, 0.4], [-3.2, 1.8, -3.9], [1.3, 4.3, -1.6], [-1.7, 1.9, -1.9], [1.6, -3.0, -1.6], [-0.4, -1.2, -0.3]]}